{
  "formula": "C2H3N3O",
  "method": "wB97M-V/def2-TZVPD",
  "e_above_lowest_kj_mol": 330.6,
  "e_homo_ev": -8.485,
  "molar_mass_g_mol": 85.1,
  "smiles": "[H]/N=N/C(O)=C=N",
  "e_tot_ev": -8637.068,
  "charge": 0,
  "species": ["O", "N", "N", "N", "C", "C", "H", "H", "H"],
  "xyz": [[-2.017, -0.522, 0.067], [1.442, -0.771, 0.090], [0.436, 2.111, 0.030], [0.256, -1.130, 0.246], [-0.271, 1.116, -0.041], [-0.714, -0.125, 0.079], [-2.002, -1.489, 0.110], [2.023, -1.594, 0.278], [0.847, 2.405, -0.858]]
}

{
  "formula": "C4H10N2",
  "method": "wB97M-V/def2-TZVPD",
  "e_above_lowest_kj_mol": 390.7,
  "e_homo_ev": -9.241,
  "molar_mass_g_mol": 86.1,
  "smiles": "C=NC.C=NC",
  "e_tot_ev": -7286.570,
  "charge": 0,
  "species": ["N", "N", "C", "C", "C", "C", "H", "H", "H", "H", "H", "H", "H", "H", "H", "H"],
  "xyz": [[-3.522, -1.611, 0.367], [3.702, 1.444, -0.650], [3.516, 2.516, 0.121], [-3.472, -1.720, 1.777], [2.619, 1.110, -1.683], [-2.466, -1.790, -0.381], [-1.661, -2.453, -0.207], [4.435, 2.683, 0.665], [2.670, 3.079, 0.411], [-2.493, -2.184, 1.992], [2.781, 0.089, -1.863], [1.662, 1.216, -1.259], [-2.484, -1.442, -1.406], [-4.332, -2.260, 2.078], [2.545, 2.001, -2.340], [-3.501, -0.678, 2.378]]
}

{
  "formula": "C3H10N",
  "method": "wB97M-V/def2-TZVPD",
  "e_above_lowest_kj_mol": 102.6,
  "e_homo_ev": -14.094,
  "molar_mass_g_mol": 60.1,
  "e_tot_ev": -4755.802,
  "charge": 1,
  "species": ["N", "C", "C", "C", "H", "H", "H", "H", "H", "H", "H", "H", "H", "H"],
  "xyz": [[-1.496, 1.053, 0.777], [1.411, 0.304, -0.851], [-0.087, -1.610, -0.184], [0.873, -0.727, 0.112], [-1.639, 0.075, 0.495], [1.419, -0.861, 1.041], [-1.908, 1.238, 1.694], [-0.484, 1.189, 0.802], [2.262, -0.093, -1.404], [-0.496, -1.660, -1.191], [1.762, 1.172, -0.293], [-1.895, 1.688, 0.076], [-0.399, -2.353, 0.538], [0.677, 0.585, -1.614]]
}

{
  "formula": "C37H87FO11S2",
  "method": "wB97M-V/def2-TZVPD",
  "e_above_lowest_kj_mol": 44.0,
  "e_homo_ev": -8.680,
  "molar_mass_g_mol": 791.2,
  "smiles": "CC[C@@]1(CCCS)OS(=O)(=O)O[C@H]1CCF.CCOCC.CCOCC.CCOCC.CCOCC.CCOCC.CCOCC.CCOCC",
  "e_tot_ev": -86686.627,
  "charge": 0,
  "species": ["S", "S", "F", "O", "O", "O", "O", "O", "O", "O", "O", "O", "O", "O", "C", "C", "C", "C", "C", "C", "C", "C", "C", "C", "C", "C", "C", "C", "C", "C", "C", "C", "C", "C", "C", "C", "C", "C", "C", "C", "C", "C", "C", "C", "C", "C", "C", "C", "C", "C", "C", "H", "H", "H", "H", "H", "H", "H", "H", "H", "H", "H", "H", "H", "H", "H", "H", "H", "H", "H", "H", "H", "H", "H", "H", "H", "H", "H", "H", "H", "H", "H", "H", "H", "H", "H", "H", "H", "H", "H", "H", "H", "H", "H", "H", "H", "H", "H", "H", "H", "H", "H", "H", "H", "H", "H", "H", "H", "H", "H", "H", "H", "H", "H", "H", "H", "H", "H", "H", "H", "H", "H", "H", "H", "H", "H", "H", "H", "H", "H", "H", "H", "H", "H", "H", "H", "H", "H"],
  "xyz": [[-6.897, -6.000, 1.309], [-9.057, -8.485, -1.323], [-5.902, -4.189, -3.469], [-3.043, 3.873, -5.652], [-6.055, -6.260, 2.385], [-6.542, -6.910, 0.067], [-8.276, -6.043, 1.508], [-5.251, 0.263, -1.483], [1.325, 0.468, -1.011], [-6.478, -4.630, 0.643], [12.271, 2.485, 1.856], [6.299, 0.809, 1.083], [0.956, 2.960, 5.074], [-2.557, 0.500, 1.715], [-5.357, 1.159, -2.575], [0.187, 4.124, 4.835], [-4.253, -6.390, -0.276], [-6.371, -8.312, -2.274], [-6.226, -4.812, -0.797], [11.924, 0.108, 1.319], [-1.087, 5.331, -5.308], [-4.431, 2.358, -2.470], [-5.645, -6.223, -0.876], [1.015, 5.377, 4.600], [0.666, 1.702, -0.795], [-2.632, 0.528, 3.130], [-2.533, -1.955, 1.465], [-5.547, 0.790, -0.201], [14.730, 2.343, 1.916], [-5.428, -3.194, -2.605], [-1.276, 0.528, 3.816], [-3.243, 4.182, -7.019], [0.053, 2.306, -2.048], [13.413, 2.299, 2.672], [-6.964, 1.318, -0.054], [1.098, 3.207, 7.520], [5.392, 0.482, 3.349], [-1.897, -0.613, 1.141], [-3.064, -6.020, -1.182], [8.469, 1.699, 1.838], [1.815, 2.993, 6.198], [-5.344, -3.650, -1.161], [3.539, 1.422, -1.505], [2.413, 0.488, -1.917], [-2.479, 3.284, -7.976], [-1.712, 3.953, -5.176], [-7.838, -8.454, -2.669], [7.050, 1.975, 1.373], [6.118, -0.103, 2.150], [12.077, 1.536, 0.823], [-5.858, -6.850, -2.242], [-2.686, -5.042, -0.925], [-3.576, -1.970, 1.145], [-4.313, 4.062, -7.188], [-5.822, -8.794, -3.075], [-0.654, 1.608, -2.501], [15.564, 2.240, 2.611], [14.833, 3.289, 1.384], [-1.002, 5.646, -6.349], [3.912, 1.159, -0.515], [5.949, 1.301, 3.807], [-2.745, 2.239, -7.812], [-9.092, -7.200, -0.966], [2.600, 3.746, 6.059], [12.882, 1.604, 0.083], [1.613, 5.644, 5.472], [-7.969, -9.413, -3.147], [2.066, 0.722, -2.930], [0.590, 4.171, 7.561], [11.729, -0.561, 0.479], [9.005, 2.636, 1.997], [-0.084, 5.329, -4.881], [1.812, 3.174, 8.343], [-5.093, 0.576, -3.458], [-0.397, 3.906, 3.941], [-1.689, 6.074, -4.784], [0.349, 2.429, 7.677], [3.215, 2.463, -1.472], [7.077, 2.540, 0.442], [-4.947, -6.811, -2.817], [-0.675, 1.373, 3.482], [-2.257, -6.712, -0.994], [13.327, 1.369, 3.245], [-0.531, 4.282, 5.648], [-7.690, 0.535, -0.281], [-0.127, 1.487, -0.077], [-0.478, 3.226, -1.797], [12.820, -0.249, 1.827], [2.785, -0.536, -1.945], [-1.997, -2.755, 0.953], [-0.712, -0.381, 3.606], [-6.146, -8.866, -1.375], [-3.252, -0.298, 3.497], [-4.443, -2.907, -2.956], [4.416, 0.870, 3.052], [0.806, 2.550, -2.799], [-3.293, -6.038, -2.236], [9.006, 1.114, 1.090], [-6.056, -2.322, -2.722], [-2.717, 3.546, -9.007], [-3.395, 2.028, -2.376], [5.246, -0.285, 4.110], [-5.398, -0.038, 0.492], [-7.162, 2.156, -0.722], [-1.936, -0.449, 0.063], [11.093, 0.036, 2.022], [-4.813, 1.555, 0.071], [-8.125, -7.696, -3.383], [7.079, -0.534, 2.453], [0.361, 6.220, 4.375], [14.809, 1.539, 1.184], [11.162, 1.840, 0.316], [-1.766, 3.681, -4.121], [-1.401, 0.600, 4.897], [-7.225, -4.820, -1.219], [8.493, 1.140, 2.774], [-2.511, -2.173, 2.534], [13.385, 3.114, 3.396], [-1.399, 3.375, -7.851], [-4.519, 2.984, -3.359], [-4.662, 2.977, -1.602], [-4.185, -7.440, -0.039], [-4.321, -3.832, -0.878], [-6.568, -6.250, -2.785], [2.312, 2.023, 6.210], [5.527, -0.920, 1.734], [-7.131, 1.660, 0.968], [6.520, 2.598, 2.102], [-5.678, -2.818, -0.559], [-3.012, 5.236, -7.211], [4.363, 1.353, -2.216], [-1.086, 3.197, -5.663], [-3.163, 1.448, 3.374], [-0.837, -0.608, 1.419], [1.341, 2.416, -0.310], [1.696, 5.231, 3.761], [-4.174, -5.833, 0.642], [-6.396, 1.480, -2.712]]
}

Which formula does entry 2 have? C4H10N2